one:
Formula: C7H6F4N2O
Source: the Open Molecules 2025 dataset
Level of theory: wB97M-V/def2-TZVPD

The SMILES is C=CC[C@]1(F)C(=O)N1/N=C/C(F)(F)F.

Positions of all 20 atoms, in Å:
1 C -0.293 -0.061 -2.178
2 C -1.560 0.947 1.841
3 C -1.902 1.784 0.854
4 C 1.837 -1.196 0.571
5 C -0.639 1.099 -1.358
6 C -1.921 1.387 -0.586
7 C 2.661 -2.449 0.541
8 N 0.263 -0.210 -1.016
9 N 1.138 -1.002 -0.505
10 O -0.220 -0.432 -3.324
11 F 0.135 2.209 -1.586
12 F 3.522 -2.503 1.611
13 F 1.813 -3.473 0.652
14 F 3.364 -2.534 -0.537
15 H -1.548 1.102 2.950
16 H -1.176 0.032 1.478
17 H -2.352 2.771 1.033
18 H 1.995 -0.478 1.416
19 H -2.831 0.668 -0.834
20 H -2.286 2.341 -1.022


two:
Formula: C7H6F4N2O
Source: the Open Molecules 2025 dataset
Level of theory: wB97M-V/def2-TZVPD

The SMILES is NC(=O)/C=C(F)/C(F)=C\C(F)=C(\N)F.

Positions of all 20 atoms, in Å:
1 C 1.417 1.658 -0.649
2 C 1.468 1.269 0.636
3 C 0.325 1.275 -1.580
4 C 0.718 0.320 1.434
5 C -1.070 -1.428 1.464
6 C -0.060 -0.589 0.834
7 C 0.037 0.012 -2.070
8 N -0.927 -1.579 2.796
9 N -0.978 -0.316 -2.946
10 O -2.032 -1.849 0.870
11 F 2.519 1.675 1.503
12 F -0.324 2.325 -2.216
13 F 0.614 0.520 2.805
14 F 0.829 -1.076 -1.746
15 H 2.141 2.329 -0.894
16 H -0.223 -0.672 -0.206
17 H -0.098 -1.116 3.052
18 H -1.578 -2.058 3.374
19 H -1.444 0.530 -3.219
20 H -1.334 -1.230 -3.241


Stability verdict: two, ahead by 0.0798 hartree


one:
Formula: C2H9N4O
Source: the Open Molecules 2025 dataset
Level of theory: wB97M-V/def2-TZVPD

The total charge is -1.

Positions of all 16 atoms, in Å:
1 N -2.082 2.499 1.162
2 C -1.353 2.090 -0.060
3 O -1.063 0.776 -0.156
4 H -1.538 2.355 1.996
5 H -2.913 1.925 1.242
6 H -2.031 2.423 -0.871
7 H -0.454 2.746 -0.078
8 N 0.362 -1.182 -1.232
9 C 1.272 -1.525 -0.271
10 N 1.347 -0.594 0.722
11 N 2.041 -2.570 -0.237
12 H 0.048 -1.891 -1.834
13 H -0.237 -0.365 -0.928
14 H 0.584 0.076 0.825
15 H 1.934 -0.832 1.490
16 H 1.912 -3.123 -1.081


two:
Formula: C2H9N4O
Source: the Open Molecules 2025 dataset
Level of theory: wB97M-V/def2-TZVPD

The total charge is -1.

Positions of all 16 atoms, in Å:
1 N 2.029 -2.255 1.439
2 C 0.904 -1.380 1.888
3 O -0.068 -1.263 0.967
4 H 1.926 -2.340 0.441
5 H 1.927 -3.175 1.830
6 H 0.530 -1.836 2.826
7 H 1.360 -0.402 2.145
8 N -1.152 0.076 -0.873
9 C -0.699 1.343 -1.044
10 N -1.045 1.937 -2.280
11 N -0.020 2.051 -0.218
12 H -0.639 -0.473 -0.054
13 H -1.314 -0.411 -1.735
14 H -2.022 1.793 -2.495
15 H -0.830 2.921 -2.238
16 H 0.251 1.465 0.571


Stability verdict: one, ahead by 0.0134 hartree


one:
Formula: C3H4ClN3
Source: the Open Molecules 2025 dataset
Level of theory: wB97M-V/def2-TZVPD

The SMILES is N=C=C=N.C=NCl.

Positions of all 11 atoms, in Å:
1 C -2.481 -0.022 -0.117
2 C -2.328 1.230 0.186
3 C -0.153 -0.305 1.497
4 N -2.010 -1.134 -0.055
5 N -2.545 2.405 0.081
6 N -0.197 0.898 1.182
7 Cl 0.629 1.525 -0.207
8 H -1.031 -1.360 0.320
9 H 0.552 -0.953 0.967
10 H -0.769 -0.665 2.317
11 H -1.862 3.006 0.409


two:
Formula: C3H4ClN3
Source: the Open Molecules 2025 dataset
Level of theory: wB97M-V/def2-TZVPD

The SMILES is C=C/C=N/Cl.N#N.

Positions of all 11 atoms, in Å:
1 C -1.100 -0.258 0.331
2 C 0.116 -1.044 0.446
3 C -1.350 0.489 -0.707
4 N 1.665 2.526 0.303
5 N 1.546 1.473 0.080
6 N 0.834 -1.259 -0.590
7 Cl 2.263 -2.141 -0.183
8 H -1.721 -0.226 1.280
9 H 0.536 -1.209 1.383
10 H -0.554 0.660 -1.444
11 H -2.234 0.990 -0.899


Stability verdict: two, ahead by 0.1503 hartree